No. 1
# C37H42BrCl2GaN3O4Si

A structure of composition C37H42BrCl2GaN3O4Si (the ωB97M-V functional and the def2-TZVPD basis, OMol25).

Last column: Mulliken charge in e.
CARTESIAN COORDINATES (ANGSTROEM)
Ga: 0.268 -0.359 0.195  0.60
C: 2.058 -3.067 -0.749  -0.75
O: 1.244 -2.430 0.247  0.71
C: 1.276 -2.924 1.522  1.13
C: 1.811 -4.127 1.897  -0.68
C: 1.745 -4.503 3.247  -0.51
Br: 2.479 -6.160 3.765  -0.18
C: 1.158 -3.691 4.179  -1.33
C: 0.620 -2.450 3.790  1.08
C: 0.677 -2.047 2.453  0.10
O: 0.201 -0.895 2.034  -1.76
C: 0.005 -1.566 4.756  0.50
N: -0.552 -0.388 4.474  0.56
C: -1.056 0.187 5.635  0.61
C: -1.715 1.387 5.862  -0.67
C: -2.085 1.647 7.167  -0.59
C: -1.810 0.745 8.205  -0.50
C: -1.153 -0.449 7.976  -0.95
C: -0.782 -0.706 6.665  0.26
N: -0.121 -1.782 6.075  -0.02
H: 1.670 -4.062 -0.967  0.41
H: 3.089 -3.125 -0.398  0.44
H: 2.004 -2.441 -1.633  -0.19
H: 2.274 -4.788 1.178  0.64
H: 1.120 -4.021 5.208  0.44
H: -0.554 -0.040 3.519  -0.05
H: -1.925 2.080 5.059  0.46
H: -2.602 2.568 7.396  0.42
H: -2.120 0.991 9.210  0.40
H: -0.942 -1.142 8.778  0.43
H: 0.217 -2.599 6.554  0.23
C: -1.471 0.513 -2.780  -0.97
Si: -1.785 -0.108 -1.041  0.49
C: -2.638 -1.809 -1.111  2.33
C: -3.884 -1.756 -2.006  -1.90
C: -3.025 -2.299 0.287  -1.49
C: -1.654 -2.814 -1.728  -1.80
C: -2.667 1.266 -0.040  2.48
C: -2.465 1.107 1.473  -1.73
C: -2.067 2.614 -0.468  -1.95
C: -4.172 1.284 -0.338  -2.11
H: -2.395 0.936 -3.183  0.42
H: -1.151 -0.285 -3.450  0.34
H: -0.708 1.295 -2.809  0.05
H: -4.661 -1.105 -1.606  0.36
H: -4.310 -2.760 -2.096  0.52
H: -3.642 -1.414 -3.014  0.35
H: -3.784 -1.663 0.746  0.29
H: -2.162 -2.333 0.961  0.08
H: -3.436 -3.312 0.230  0.52
H: -1.310 -2.503 -2.717  0.34
H: -2.145 -3.785 -1.844  0.56
H: -0.779 -2.963 -1.091  0.13
H: -1.419 1.274 1.750  -0.13
H: -2.773 0.124 1.837  0.31
H: -3.060 1.861 2.001  0.69
H: -0.984 2.651 -0.331  0.26
H: -2.503 3.416 0.137  0.51
H: -2.283 2.840 -1.514  0.40
H: -4.679 0.405 0.065  0.38
H: -4.380 1.336 -1.409  0.38
H: -4.626 2.166 0.124  0.51
Cl: 5.156 2.919 -4.487  -0.20
C: 4.392 1.495 -5.103  1.11
C: 4.773 1.011 -6.343  -0.70
C: 4.199 -0.150 -6.835  -0.41
C: 3.236 -0.817 -6.097  -0.70
C: 2.853 -0.301 -4.873  0.82
Cl: 1.586 -1.103 -3.981  -0.11
C: 3.419 0.855 -4.332  -1.50
N: 3.068 1.332 -3.063  0.35
C: 2.326 2.522 -2.919  0.72
C: 1.729 3.150 -4.010  -0.36
C: 1.009 4.320 -3.838  -0.82
C: 0.860 4.875 -2.576  -0.77
C: 1.455 4.253 -1.490  -0.53
C: 2.201 3.092 -1.647  0.41
C: 2.854 2.437 -0.445  -1.31
C: 1.944 1.337 0.000  0.64
O: 0.955 1.544 0.747  -0.51
O: 2.070 0.147 -0.480  -0.96
H: 5.529 1.540 -6.905  0.44
H: 4.504 -0.535 -7.798  0.38
H: 2.768 -1.719 -6.467  0.44
H: 2.809 0.608 -2.407  0.01
H: 1.831 2.716 -4.996  0.54
H: 0.556 4.796 -4.698  0.41
H: 0.297 5.788 -2.439  0.43
H: 1.357 4.681 -0.499  0.41
H: 2.956 3.157 0.363  0.54
H: 3.828 2.027 -0.714  0.35

Calculated values
Energy above the lowest of the compared OMol25 structures with the same formula, charge and spin in kcal/mol: 0.00
Orbital gap in eV: 6.9
Net charge: +1
Largest force on an atom in eV/A: 0.09
M in g mol⁻¹: 841.379

=====

No. 2
# C46H105BBrClF4N9O6P

A cluster of 6 separate species, C46H105BBrClF4N9O6P in total (the ωB97M-V functional and the def2-TZVPD basis, OMol25).

Last column: Mulliken charge in e.
CARTESIAN COORDINATES (ANGSTROEM)
C: 2.410 -4.444 3.912  -0.70
O: 2.101 -4.660 2.549  -0.33
C: 1.409 -5.871 2.288  -0.80
C: -0.097 -5.658 2.050  -0.72
C: -0.374 -4.304 1.429  -0.44
C: -1.813 -4.072 0.944  0.39
N: -2.686 -3.598 2.037  -0.28
Br: -3.595 -5.109 2.729  -0.08
C: -3.614 -2.476 1.713  3.43
C: -4.693 -2.354 2.806  -2.23
C: -6.085 -2.935 2.548  -0.96
C: -6.832 -3.087 3.848  0.69
F: -8.023 -3.701 3.643  -0.30
F: -7.105 -1.894 4.420  -0.25
F: -6.174 -3.823 4.765  -0.28
C: -2.891 -1.109 1.780  -2.53
O: -1.629 -1.054 1.145  -0.13
C: -0.677 -0.141 1.671  2.49
C: -1.188 1.335 1.648  -1.49
C: -1.208 2.147 2.943  -1.27
C: -2.281 1.712 3.929  -0.11
Cl: -2.577 2.987 5.126  -0.22
B: 0.587 -0.192 0.630  0.65
N: 1.680 0.736 0.629  -0.49
O: 0.582 -1.147 -0.339  -0.98
C: -0.226 -0.591 3.048  -1.44
O: -0.836 -1.356 3.740  -0.51
N: 1.078 -0.065 3.500  0.15
C: 1.157 0.070 4.898  0.50
O: 1.518 -0.729 5.697  -0.43
F: 0.807 1.296 5.251  -0.22
P: -4.545 -2.466 0.024  -0.31
N: -3.410 -1.967 -1.162  -0.47
O: -4.650 -4.055 -0.351  -0.49
H: 2.733 -5.361 4.401  0.40
H: 3.240 -3.742 3.958  0.16
H: 1.570 -4.015 4.455  0.30
H: 1.542 -6.552 3.125  0.45
H: 1.861 -6.297 1.395  0.39
H: -0.480 -6.444 1.406  0.33
H: -0.583 -5.680 3.022  0.34
H: 0.304 -4.135 0.589  0.46
H: -0.176 -3.519 2.145  -0.28
H: -1.772 -3.328 0.165  -0.73
H: -2.192 -5.000 0.518  0.88
H: -4.282 -2.757 3.726  0.50
H: -4.839 -1.291 2.993  0.54
H: -6.059 -3.930 2.116  0.44
H: -6.693 -2.264 1.954  0.40
H: -2.814 -0.821 2.824  0.55
H: -3.578 -0.388 1.316  0.57
H: -0.586 1.904 0.944  0.69
H: -2.196 1.342 1.241  0.34
H: -1.460 3.169 2.665  0.80
H: -0.236 2.207 3.417  0.24
H: -2.016 0.814 4.473  0.15
H: -3.212 1.554 3.396  0.25
H: 2.556 0.269 0.834  0.20
H: 1.588 1.477 1.313  0.25
H: 0.255 -1.989 -0.009  0.16
H: 1.751 -0.804 3.286  0.38
H: -2.736 -2.666 -1.447  0.38
H: -2.925 -1.118 -0.906  0.31
H: -3.927 -4.338 -0.921  0.34
C: -0.500 0.702 -6.964  -1.80
C: 0.615 0.516 -5.946  -0.02
N: 0.299 1.058 -4.639  0.42
C: 1.451 1.145 -3.761  0.71
C: 2.135 -0.159 -3.335  -0.57
C: -0.925 0.563 -4.036  -1.00
C: -1.059 -0.950 -3.812  -0.39
H: -0.786 1.752 -7.038  0.34
H: -0.158 0.371 -7.945  0.45
H: -1.388 0.119 -6.716  0.35
H: 1.499 1.042 -6.319  0.40
H: 0.886 -0.552 -5.904  0.12
H: 1.155 1.700 -2.865  0.42
H: 2.193 1.776 -4.261  -0.88
H: 1.543 -0.697 -2.598  -0.35
H: 3.097 0.070 -2.870  0.53
H: 2.331 -0.820 -4.180  0.11
H: -1.763 0.891 -4.656  0.47
H: -1.059 1.082 -3.083  0.35
H: -0.734 -1.522 -4.682  0.33
H: -2.107 -1.198 -3.630  0.27
H: -0.486 -1.287 -2.947  -0.13
C: 4.693 -5.548 -6.994  -1.44
C: 4.247 -4.204 -7.549  -0.33
N: 4.487 -3.103 -6.635  0.24
C: 3.815 -1.877 -7.020  -0.41
C: 4.232 -1.196 -8.331  -1.32
C: 5.855 -2.961 -6.169  -0.69
C: 6.959 -2.771 -7.219  -0.99
H: 4.237 -5.736 -6.021  0.33
H: 4.389 -6.346 -7.673  0.44
H: 5.776 -5.611 -6.885  0.30
H: 3.170 -4.246 -7.731  0.43
H: 4.721 -4.054 -8.532  0.27
H: 3.915 -1.158 -6.202  0.13
H: 2.744 -2.100 -7.081  0.36
H: 5.194 -0.693 -8.243  0.28
H: 3.495 -0.435 -8.597  0.44
H: 4.286 -1.902 -9.160  0.31
H: 6.100 -3.842 -5.573  0.41
H: 5.880 -2.127 -5.463  0.34
H: 6.849 -3.461 -8.057  0.25
H: 7.933 -2.963 -6.765  0.38
H: 6.983 -1.757 -7.615  0.28
C: 8.080 0.884 7.332  -1.44
C: 7.114 1.926 6.790  -0.32
N: 6.464 1.514 5.560  0.17
C: 5.768 2.592 4.883  -0.70
C: 4.564 3.236 5.584  -0.71
C: 5.763 0.244 5.618  -0.82
C: 4.646 0.083 6.658  -0.64
H: 8.812 0.603 6.574  0.34
H: 8.616 1.292 8.190  0.43
H: 7.568 -0.017 7.669  0.29
H: 7.677 2.837 6.570  0.46
H: 6.397 2.190 7.583  0.26
H: 5.455 2.229 3.900  0.34
H: 6.506 3.376 4.683  0.38
H: 3.685 2.593 5.566  -0.02
H: 4.296 4.163 5.072  0.41
H: 4.782 3.488 6.621  0.27
H: 6.502 -0.543 5.786  0.33
H: 5.362 0.042 4.621  0.34
H: 4.936 0.464 7.638  0.29
H: 4.405 -0.975 6.779  0.37
H: 3.728 0.584 6.359  -0.03
C: -7.817 1.369 6.789  -1.31
C: -9.162 2.068 6.650  -0.38
N: -9.473 2.438 5.282  0.11
C: -10.598 3.346 5.169  -0.72
C: -11.983 2.846 5.603  -0.96
C: -9.427 1.353 4.318  -0.74
C: -10.333 0.136 4.552  -0.96
H: -7.021 1.974 6.354  0.34
H: -7.591 1.215 7.844  0.45
H: -7.810 0.390 6.309  0.16
H: -9.136 2.989 7.238  0.49
H: -9.938 1.432 7.106  0.25
H: -10.654 3.691 4.133  0.35
H: -10.356 4.235 5.760  0.42
H: -12.410 2.148 4.884  0.22
H: -12.669 3.691 5.679  0.40
H: -11.954 2.360 6.579  0.28
H: -8.394 0.999 4.263  0.39
H: -9.633 1.773 3.331  0.33
H: -10.312 -0.197 5.590  0.23
H: -9.986 -0.697 3.937  0.35
H: -11.368 0.332 4.276  0.32
C: 4.644 3.400 -5.643  -1.29
C: 4.459 4.818 -6.163  -0.41
N: 3.335 4.949 -7.070  0.15
C: 3.319 6.207 -7.792  -0.71
C: 3.133 7.503 -6.990  -0.98
C: 2.056 4.492 -6.556  -0.24
C: 1.518 5.136 -5.271  -1.14
H: 4.718 2.691 -6.469  0.31
H: 5.562 3.340 -5.057  0.49
H: 3.825 3.091 -4.994  -0.03
H: 5.358 5.103 -6.715  0.50
H: 4.395 5.504 -5.302  0.25
H: 2.543 6.149 -8.559  0.35
H: 4.265 6.278 -8.338  0.43
H: 2.106 7.629 -6.649  0.22
H: 3.370 8.361 -7.622  0.40
H: 3.791 7.545 -6.122  0.28
H: 2.126 3.415 -6.383  -0.14
H: 1.312 4.601 -7.349  0.38
H: 2.291 5.232 -4.507  0.24
H: 0.726 4.507 -4.857  0.42
H: 1.090 6.121 -5.449  0.34

Calculated values
Orbital gap in eV: 7.9
Net charge: 0
Largest force on an atom in eV/A: 0.98
M in g mol⁻¹: 1113.538

=====

No. 3
# C4H8O3

A cluster of 2 separate species, C4H8O3 in total (the ωB97M-V functional and the def2-TZVPD basis, OMol25).

Last column: natural (NBO) charge in e.
CARTESIAN COORDINATES (ANGSTROEM)
C: -1.960 1.137 -0.531  -0.62
C: -0.522 0.701 -0.377  -0.02
O: -0.208 0.337 0.961  -0.63
C: -0.176 -0.685 -0.672  0.09
O: 1.376 -1.839 0.364  -0.67
C: 2.262 -1.160 0.934  0.65
O: 2.184 0.057 1.262  -0.71
H: -2.636 0.380 -0.121  0.22
H: -2.196 1.296 -1.588  0.22
H: -2.117 2.073 0.011  0.23
H: 0.182 1.436 -0.785  0.19
H: 0.863 0.347 1.124  0.50
H: 0.611 -0.954 -1.359  0.22
H: -0.879 -1.456 -0.389  0.22
H: 3.216 -1.670 1.166  0.10

Calculated values
Energy above the lowest of the compared OMol25 structures with the same formula, charge and spin in kcal/mol: 85.47
Orbital gap (alpha / beta) in eV: 9.1 / 9.1
Net charge: 0
Largest force on an atom in eV/A: 0.37
M in g mol⁻¹: 104.105